{
  "formula": "C28H81F4N9O17PbS4",
  "method": "wB97M-V/def2-TZVPD",
  "species": ["Pb", "N", "S", "O", "O", "F", "S", "O", "O", "F", "N", "S", "O", "O", "F", "S", "O", "O", "F", "O", "H", "H", "O", "H", "H", "C", "C", "C", "O", "C", "N", "H", "H", "H", "H", "H", "H", "H", "H", "H", "H", "H", "C", "C", "C", "O", "C", "N", "H", "H", "H", "H", "H", "H", "H", "H", "H", "H", "H", "C", "C", "C", "O", "C", "N", "H", "H", "H", "H", "H", "H", "H", "H", "H", "H", "H", "C", "C", "C", "O", "C", "N", "H", "H", "H", "H", "H", "H", "H", "H", "H", "H", "H", "C", "C", "C", "O", "C", "N", "H", "H", "H", "H", "H", "H", "H", "H", "H", "H", "H", "C", "C", "C", "O", "C", "N", "H", "H", "H", "H", "H", "H", "H", "H", "H", "H", "H", "C", "C", "C", "O", "C", "N", "H", "H", "H", "H", "H", "H", "H", "H", "H", "H", "H"],
  "coordinates": [[4.266, -3.705, -2.074], [1.599, -1.058, -0.636], [1.239, -0.576, 0.726], [0.189, -1.240, 1.464], [1.557, 0.779, 1.075], [2.508, -1.265, 1.435], [0.263, -0.308, -1.437], [-0.387, 0.951, -1.017], [-0.573, -1.382, -1.986], [1.100, 0.195, -2.697], [5.355, -6.285, 0.985], [4.493, -7.168, 2.156], [5.056, -7.347, 3.458], [3.659, -8.236, 1.615], [3.281, -6.064, 2.376], [6.638, -7.129, 1.100], [6.460, -8.520, 0.643], [7.580, -6.800, 2.157], [7.383, -6.476, -0.138], [6.893, -0.744, -1.028], [7.596, -0.480, -0.435], [6.355, 0.042, -1.127], [0.930, -5.403, -2.821], [0.782, -6.103, -3.457], [0.072, -4.990, -2.716], [3.227, 6.142, -1.209], [4.725, 5.988, -0.936], [5.205, 6.937, 0.236], [6.552, 7.083, 0.390], [7.187, 7.892, -0.546], [5.115, 4.574, -0.629], [2.983, 7.204, -1.178], [2.852, 5.695, -0.288], [2.938, 5.601, -2.110], [5.240, 6.255, -1.859], [4.667, 6.694, 1.152], [4.746, 7.911, 0.061], [8.128, 8.168, -0.069], [6.659, 8.832, -0.699], [7.274, 7.351, -1.488], [4.550, 4.301, 0.162], [6.073, 4.553, -0.309], [-5.960, -6.732, 0.002], [-4.782, -5.691, 0.136], [-4.010, -5.894, 1.448], [-4.739, -5.683, 2.699], [-4.068, -5.977, 3.854], [-3.979, -5.434, -1.073], [-6.836, -6.712, 0.650], [-5.441, -7.637, 0.317], [-6.318, -6.865, -1.019], [-5.374, -4.793, 0.316], [-3.258, -5.110, 1.355], [-3.585, -6.897, 1.402], [-3.266, -5.272, 4.072], [-3.473, -6.888, 3.798], [-4.643, -6.025, 4.779], [-3.507, -4.543, -1.120], [-4.433, -5.498, -1.974], [2.104, -4.411, -11.238], [2.496, -3.617, -10.045], [1.350, -2.846, -9.378], [0.878, -1.811, -10.231], [-0.019, -0.990, -9.485], [3.056, -4.465, -9.008], [1.223, -5.000, -10.983], [2.870, -5.115, -11.564], [1.916, -3.680, -12.023], [3.334, -2.943, -10.227], [1.789, -2.411, -8.479], [0.619, -3.589, -9.061], [0.459, -0.568, -8.602], [-0.893, -1.493, -9.071], [-0.315, -0.153, -10.117], [2.257, -5.061, -8.847], [3.632, -5.089, -9.556], [-8.022, 2.723, -10.131], [-6.957, 2.963, -9.036], [-6.916, 1.759, -7.982], [-6.093, 2.010, -6.853], [-5.744, 0.906, -6.169], [-5.695, 3.206, -9.742], [-8.978, 2.806, -9.615], [-8.039, 1.742, -10.605], [-8.011, 3.461, -10.934], [-7.079, 3.904, -8.501], [-6.631, 0.897, -8.585], [-7.978, 1.655, -7.761], [-5.414, 1.288, -5.202], [-4.948, 0.334, -6.644], [-6.669, 0.354, -6.000], [-5.718, 3.990, -10.378], [-4.945, 3.431, -9.104], [-0.304, 5.498, 5.953], [-0.939, 5.052, 7.250], [-1.096, 3.520, 7.371], [0.161, 2.852, 7.123], [0.109, 1.462, 7.315], [-0.172, 5.609, 8.285], [-0.390, 6.584, 5.957], [-0.900, 5.073, 5.146], [0.718, 5.172, 5.757], [-1.929, 5.505, 7.304], [-1.810, 3.209, 6.609], [-1.557, 3.210, 8.309], [1.077, 1.001, 7.123], [-0.651, 0.897, 6.776], [-0.158, 1.488, 8.372], [-0.477, 5.307, 9.199], [0.802, 5.398, 8.118], [6.051, 3.149, 5.608], [7.384, 2.442, 5.075], [8.604, 3.088, 5.816], [9.728, 2.380, 5.416], [10.805, 2.784, 6.156], [7.101, 1.073, 5.489], [5.721, 2.837, 6.599], [5.235, 2.948, 4.913], [6.223, 4.225, 5.602], [7.513, 2.371, 3.995], [8.252, 2.960, 6.839], [8.586, 4.143, 5.542], [11.814, 2.587, 5.794], [10.832, 2.412, 7.180], [10.893, 3.866, 6.249], [7.956, 0.704, 5.100], [6.406, 0.656, 4.886], [-9.472, -1.568, 6.812], [-9.231, -1.089, 5.296], [-7.858, -0.550, 5.119], [-7.661, -0.179, 3.762], [-6.288, 0.132, 3.489], [-9.524, -2.219, 4.409], [-10.525, -1.788, 6.988], [-9.224, -0.789, 7.534], [-8.999, -2.475, 7.188], [-9.943, -0.313, 5.015], [-7.071, -1.182, 5.533], [-7.709, 0.379, 5.669], [-5.507, -0.621, 3.600], [-5.914, 0.913, 4.151], [-6.185, 0.496, 2.467], [-9.164, -1.949, 3.504], [-8.971, -3.063, 4.450]],
  "atomic_forces_ev_per_a": [[-0.663, -0.075, 1.109], [-2.040, 0.771, -5.347], [1.833, 0.658, 10.011], [-0.242, 0.674, -1.652], [-0.937, 0.120, -1.063], [0.791, -0.863, -0.138], [-2.284, -0.079, -3.537], [1.876, -3.342, -0.025], [1.429, 1.741, 1.192], [0.206, -0.264, 0.117], [-2.683, -0.119, 2.387], [-6.178, -0.273, 0.210], [0.468, 0.556, -1.262], [2.093, 1.355, 0.190], [1.676, -0.180, -0.224], [5.905, -3.104, -1.523], [0.283, 2.470, 1.473], [-1.806, -0.670, -0.997], [0.047, 0.563, -0.932], [-0.376, -0.492, -0.355], [0.242, -0.055, 0.227], [-0.154, 0.351, 0.012], [0.782, 0.257, 0.037], [-0.004, -0.284, -0.139], [-0.308, 0.293, 0.206], [1.328, -0.440, 1.436], [1.350, 0.039, 0.437], [-2.631, 0.358, -1.638], [0.630, -0.881, 1.302], [0.179, 0.293, 0.149], [-0.779, 0.763, -0.543], [-0.238, -0.128, -0.441], [-1.098, -0.142, -0.261], [-0.229, 0.206, 0.237], [0.365, 0.147, 0.042], [0.624, -0.799, 0.398], [0.039, 0.598, -0.495], [0.285, -0.244, -0.536], [-0.343, 0.084, -0.153], [0.433, 0.261, -0.192], [-0.113, -0.318, 0.230], [0.208, 0.152, 0.032], [2.004, -1.065, -0.376], [-3.928, 1.708, 0.622], [0.550, 0.437, -0.019], [-1.421, -0.005, -2.633], [2.407, -0.345, 0.929], [0.850, -1.055, 0.169], [0.334, 0.985, 0.210], [-0.364, -0.733, -0.403], [0.144, 0.103, -0.068], [0.147, 0.625, 0.281], [0.677, -0.243, 0.506], [0.358, -0.085, 0.421], [0.059, 0.722, -0.074], [-0.326, -0.674, -0.185], [-0.769, 0.041, -0.560], [-0.078, 0.118, 0.755], [-0.621, -0.485, 0.415], [-0.356, 0.441, -0.653], [0.762, 1.182, 0.890], [1.458, 0.259, -0.888], [-0.758, -0.590, 1.123], [0.252, 0.589, -0.147], [-0.459, -0.837, 0.199], [-0.268, 0.037, -0.288], [0.194, 0.166, -0.020], [-0.394, -0.447, -0.375], [-0.325, 0.504, -0.670], [-0.102, 0.163, 0.257], [-0.701, 0.107, -0.145], [0.461, 0.105, 0.062], [-0.192, -0.440, -0.479], [-0.117, -0.218, -0.051], [-0.173, -0.709, 0.902], [0.716, -0.310, 0.331], [-0.674, 0.114, 1.298], [1.076, 0.029, -0.255], [-0.090, 1.783, -2.074], [-0.933, 2.601, -2.821], [-0.145, -0.949, 1.692], [1.208, -1.060, -0.039], [-0.344, 0.094, -0.236], [0.569, -0.125, 0.195], [0.227, 0.137, 0.204], [-1.243, -0.143, 0.454], [0.448, -0.358, 0.302], [-0.093, -0.290, 0.778], [0.290, -0.419, 0.148], [-0.053, -0.340, -0.079], [0.235, -0.906, 0.207], [-0.529, 0.006, -0.069], [0.054, -0.175, 0.297], [-0.909, -0.181, -0.708], [0.041, -1.276, -0.320], [0.395, -0.219, -1.348], [-0.532, 1.425, -1.058], [-0.346, 0.443, 1.430], [0.896, 1.007, 1.347], [0.265, -0.017, -0.355], [0.000, 0.245, -0.304], [0.043, 0.008, 0.503], [-0.336, -0.242, -0.128], [-0.157, -0.210, -0.318], [0.312, 0.070, 0.533], [0.004, 0.307, 0.115], [-0.225, 0.344, -0.410], [0.145, -1.535, 0.422], [0.301, -0.065, 0.108], [0.115, -0.105, 0.484], [1.238, 0.887, -1.695], [-2.805, 1.094, 1.752], [-3.328, -1.475, -1.469], [0.179, -0.145, -0.274], [2.298, 1.101, 1.450], [2.238, -0.764, 0.007], [0.554, -0.251, -0.064], [-0.040, -0.019, -0.007], [-0.331, 0.235, 0.109], [-0.022, 1.190, -0.233], [0.939, 0.023, 0.615], [0.543, 0.182, 0.030], [-0.342, -0.902, -0.899], [-0.468, -0.279, 0.208], [-0.586, 0.459, 0.006], [0.400, -1.579, 0.520], [-0.485, 0.245, -0.060], [-0.553, 0.881, -0.671], [-0.258, -2.262, 1.914], [0.934, 1.455, 0.146], [1.388, -0.837, -0.397], [-0.012, 0.778, -0.084], [-0.094, 0.109, -1.250], [-0.194, 0.211, -0.373], [0.140, 0.220, -0.132], [0.645, -0.047, -0.764], [-0.115, 0.014, 0.281], [0.067, -0.699, -0.432], [-0.341, 0.268, 0.552], [-0.625, -0.993, 0.134], [-0.315, 0.452, 0.167], [-0.400, 0.002, 0.033], [-0.541, 0.664, -0.649], [0.287, -0.227, 1.516]],
  "homo_lumo_gap_ev": 1.98,
  "spin_multiplicity": 1,
  "total_energy_ev": -138007.722,
  "total_charge": 0,
  "e_above_lowest_kcal_mol": 352.7,
  "mol_weight_g_mol": 1227.46
}